(1)
64
Properties=species:S:1:pos:R:3:forces:R:3 method="wB97M-V/def2-TZVPD" e_homo_ha="-0.428 / -0.426" s2=0.754 homo_lumo_gap_ev="8.83 / 7.70" lumo_ev="-2.831 / -3.890" total_energy_ha=-1676.1962 multiplicity=2 total_charge=+1 max_force_ha_per_bohr=0.0120
Ru -0.04406 0.30278 -0.91414 0.41 0.04 0.46
C -0.70587 3.71568 0.41107 0.05 -0.01 0.09
C -0.00396 2.66766 1.20812 0.03 0.05 0.01
C 0.47024 2.79192 2.51421 -0.08 -0.02 -0.11
C 0.97895 1.55322 2.85680 0.03 0.05 0.02
C 1.59987 1.13000 4.14558 -0.01 -0.03 -0.04
N 0.83178 0.73527 1.80104 0.09 0.02 0.12
N 0.23695 1.42558 0.78037 -0.20 -0.10 -0.11
B 1.22868 -0.77495 1.70150 -0.25 0.05 0.12
N 2.23443 -0.92759 0.59122 0.30 0.00 0.02
N 1.99639 -0.18022 -0.50801 -0.17 0.11 -0.46
C 3.14461 -0.09849 -1.19021 0.06 0.01 0.03
C 3.39450 0.75095 -2.39173 0.05 -0.05 0.00
C 4.11834 -0.85266 -0.52098 0.06 0.13 -0.12
C 3.51518 -1.34218 0.61271 -0.11 -0.05 0.09
C 4.07744 -2.16281 1.72272 -0.02 0.03 0.00
N -0.06549 -1.54777 1.34509 -0.11 0.14 0.11
N -0.93508 -0.92688 0.49635 0.03 -0.22 0.03
C -2.16617 -1.40483 0.77895 0.01 -0.03 0.08
C -3.48712 -0.90765 0.28095 0.06 -0.03 -0.01
C -2.05012 -2.39152 1.75545 -0.08 0.07 -0.03
C -0.71521 -2.43889 2.10406 0.07 -0.04 0.02
C -0.03955 -3.27453 3.13677 0.01 0.05 -0.01
H -0.64793 4.66225 0.94355 0.01 0.02 -0.02
H -1.76302 3.46853 0.31149 -0.02 0.06 0.10
H -0.27652 3.84264 -0.57945 0.03 -0.01 0.00
H 0.43699 3.67749 3.12523 0.00 -0.02 0.02
H 1.60880 1.97068 4.83500 0.00 0.01 0.00
H 2.62636 0.79407 3.99892 0.00 0.00 0.00
H 1.04226 0.31368 4.60476 0.00 0.01 0.01
H 1.65682 -1.14859 2.74744 0.00 -0.03 -0.03
H 2.79786 1.65697 -2.36437 0.02 0.03 0.01
H 3.21172 0.22041 -3.32480 -0.06 0.02 0.00
H 4.43990 1.05611 -2.38147 0.00 -0.04 -0.02
H 5.14482 -0.98225 -0.82012 -0.01 0.01 0.01
H 5.12049 -2.39153 1.51828 0.00 0.00 -0.01
H 3.53494 -3.10188 1.83438 0.00 0.00 0.00
H 4.02210 -1.63026 2.67258 0.01 -0.01 0.00
H -3.45571 0.14159 0.01393 -0.04 0.06 0.01
H -4.20368 -1.02437 1.09212 -0.02 -0.01 -0.02
H -3.86901 -1.48032 -0.56538 0.01 0.03 -0.02
H -2.85513 -2.96142 2.18804 0.00 0.01 0.00
H -0.75380 -3.96669 3.57583 -0.01 0.00 -0.01
H 0.37531 -2.65487 3.93151 0.00 -0.01 0.01
H 0.77762 -3.84892 2.70098 0.00 0.00 0.00
O -0.27548 -1.53196 -2.12153 -0.24 -0.02 -0.03
C -1.66058 -1.73761 -2.43136 0.10 -0.21 0.01
C -2.38846 -0.43436 -2.54491 -0.23 0.17 -0.13
C -3.49788 -0.30100 -3.36450 0.09 -0.02 0.08
C -4.15716 0.91361 -3.41494 -0.06 0.03 -0.05
C -3.66960 1.97469 -2.66925 0.00 0.01 0.00
C -2.54960 1.77607 -1.88940 -0.04 -0.13 -0.04
N -1.93841 0.58674 -1.80013 0.15 0.26 -0.12
H 0.19782 -1.32474 -2.94142 0.04 -0.06 0.01
H -2.07187 -2.32927 -1.61297 0.06 -0.02 -0.03
H -1.76471 -2.31589 -3.34894 0.05 0.01 0.00
H -3.82854 -1.14116 -3.96001 0.01 0.00 0.00
H -5.02600 1.03806 -4.04724 0.00 0.00 0.00
H -4.13259 2.95019 -2.70125 -0.01 0.00 0.00
H -2.10425 2.57497 -1.32277 -0.03 0.01 -0.02
O 0.65494 2.44252 -4.15647 0.15 0.01 0.12
N 0.58323 1.73520 -3.19563 -0.39 -0.08 -0.23
O 0.64076 0.47813 -3.23857 0.11 0.06 -0.33
O 0.40249 2.19041 -2.01505 0.07 -0.29 0.43


(2)
65
Properties=species:S:1:pos:R:3:forces:R:3 method="wB97M-V/def2-TZVPD" e_homo_ha=-0.158 homo_lumo_gap_ev=6.66 lumo_ev=2.375 total_energy_ha=-6418.0289 multiplicity=1 total_charge=-1 max_force_ha_per_bohr=0.0027
Fe -0.16756 0.25682 -0.55041 0.05 -0.04 -0.04
S 1.37623 -1.55207 -0.69948 0.01 0.02 -0.01
C 2.27290 -0.73379 0.52577 -0.05 -0.02 0.03
S 1.65424 0.82241 0.88867 0.04 0.03 0.00
C 3.35541 -1.31252 1.19208 -0.02 -0.02 0.05
C 3.76486 -2.64487 0.91674 0.04 0.05 -0.13
N 4.10006 -3.72752 0.69360 -0.02 -0.02 0.07
C 4.02952 -0.63573 2.24385 0.04 0.00 -0.02
N 4.58359 -0.11685 3.11431 -0.02 0.00 0.01
C 0.80348 -2.20610 -4.31584 0.01 0.01 0.00
N 0.00409 -1.30065 -3.51554 -0.01 0.02 -0.01
C -1.26359 -1.46051 -3.17567 0.00 -0.01 -0.01
S -1.93844 -0.69820 -1.82763 -0.02 0.01 0.00
N -2.05020 -2.28102 -3.94640 -0.03 0.04 0.01
C -1.99464 -2.21070 -5.40433 0.02 -0.03 0.02
H 1.80567 -2.21951 -3.89148 0.00 0.00 0.01
H 0.86710 -1.89320 -5.36026 -0.01 0.00 0.00
H 0.39301 -3.21429 -4.26356 0.01 -0.01 0.01
H 0.50068 -0.62860 -2.92936 0.00 0.00 0.00
H -2.98405 -2.31002 -3.56867 0.01 -0.02 -0.01
H -1.27257 -2.91161 -5.82079 0.00 0.00 -0.01
H -1.74014 -1.20397 -5.74445 0.00 0.00 0.00
H -2.97614 -2.47125 -5.79538 0.00 0.01 0.00
C 0.03741 -0.94556 5.67718 0.00 0.00 0.00
C 0.31545 -2.25039 4.93777 0.00 -0.01 0.00
C 1.59545 -2.14996 4.11529 0.01 0.00 0.00
C -0.87805 -2.68164 4.08022 0.00 0.01 0.00
N -1.14618 -1.76408 2.98374 0.04 0.03 0.02
C -0.57984 -1.70570 1.77842 -0.02 -0.01 -0.01
N -1.01878 -0.62755 1.17549 -0.02 -0.03 -0.02
N -1.87356 -0.03409 2.03198 0.06 0.03 0.04
N -1.94771 -0.69929 3.12532 -0.08 -0.05 -0.03
H 0.87115 -0.70523 6.33780 0.00 0.00 0.00
H -0.87411 -1.00473 6.27600 0.00 0.00 0.00
H -0.07456 -0.11877 4.97395 0.00 0.00 0.00
H 0.43129 -3.05199 5.67629 0.00 0.00 0.00
H 1.54796 -1.32033 3.40584 0.00 0.00 0.01
H 1.79789 -3.06493 3.55301 0.00 0.00 0.00
H 2.45404 -1.95715 4.75836 0.00 0.00 0.00
H -1.79131 -2.73372 4.67233 0.00 0.00 0.00
H -0.69192 -3.65987 3.63616 0.00 0.00 0.00
H 0.13266 -2.40319 1.36849 0.00 0.00 0.00
Br 2.17484 3.85556 -5.77526 0.00 0.00 0.00
C 1.53879 2.83280 -4.28697 0.00 -0.01 0.01
C 0.19115 2.84841 -3.97637 0.01 -0.01 0.01
C -0.25391 2.08728 -2.89986 -0.01 0.01 -0.02
C 0.58991 1.29929 -2.09609 -0.01 -0.02 0.01
C 1.94550 1.34288 -2.46452 0.01 0.00 0.02
C 2.42924 2.08671 -3.53806 0.00 0.01 -0.02
H -0.49846 3.43827 -4.56834 0.00 0.00 0.00
H -1.31843 2.10282 -2.68480 0.00 0.00 0.00
H 2.66655 0.76966 -1.88987 0.00 0.00 0.00
H 3.48410 2.08642 -3.78376 0.00 0.00 0.00
C -3.04937 4.01864 0.34935 0.00 0.00 0.00
N -1.93601 3.60962 1.17664 0.01 0.02 -0.01
C -1.66940 4.36475 2.37739 0.00 0.00 0.00
C -1.18570 2.54793 0.84612 -0.02 -0.02 0.00
O -1.37416 1.87033 -0.15685 -0.01 0.02 0.01
H -3.97620 3.99923 0.92797 0.00 0.00 0.00
H -3.13069 3.33127 -0.48766 0.00 0.00 0.00
H -2.89133 5.03168 -0.02872 0.00 0.00 0.00
H -2.52906 4.33337 3.05188 0.00 0.00 0.00
H -1.45281 5.40893 2.13789 0.00 0.00 0.00
H -0.80888 3.94024 2.89097 0.00 0.00 0.00
H -0.37646 2.32583 1.54953 0.00 0.01 0.00


(3)
61
Properties=species:S:1:pos:R:3:forces:R:3 method="wB97M-V/def2-TZVPD" e_homo_ha="-0.531 / -0.532" s2=0.798 homo_lumo_gap_ev="6.08 / 6.60" lumo_ev="-8.376 / -7.868" total_energy_ha=-4465.4756 multiplicity=2 total_charge=+2 max_force_ha_per_bohr=0.0579
Ru -0.33879 -0.28756 0.77266 1.08 2.78 -0.04
C -0.16214 -3.49571 0.02403 0.11 -0.01 -0.10
C -1.46447 -3.47055 0.77917 -0.12 0.03 0.10
O -1.99430 -2.13958 0.70773 0.15 -0.21 -0.11
C -3.04649 -1.85945 1.63826 -0.08 0.01 -0.18
C -2.46915 -1.56327 2.98811 -0.06 0.04 0.19
O -1.58038 -0.45497 2.80575 -0.14 -0.13 -0.56
C -0.71051 -0.18764 3.91734 0.00 0.09 0.05
C 0.49204 -1.07957 3.84569 0.02 -0.05 0.08
O 1.11649 -0.81455 2.58029 -0.23 -0.24 -0.38
C 2.15707 -1.74000 2.24070 0.13 0.01 0.09
C 1.57449 -2.97243 1.60941 -0.01 -0.10 -0.04
O 0.76578 -2.52063 0.52495 -0.46 -0.10 0.00
H -0.33527 -3.23194 -1.01564 0.05 -0.06 -0.04
H 0.27191 -4.49597 0.06245 0.05 0.01 0.00
H -1.33059 -3.77368 1.82108 0.01 0.01 0.01
H -2.16076 -4.16689 0.30519 -0.05 -0.01 0.06
H -3.76186 -2.68142 1.68274 0.00 -0.02 -0.03
H -3.54217 -0.96615 1.25885 -0.09 -0.04 -0.04
H -1.93476 -2.42033 3.40454 0.03 0.00 0.01
H -3.26983 -1.28753 3.67732 0.05 0.07 0.06
H -1.24230 -0.31867 4.85959 -0.09 -0.01 -0.03
H -0.40826 0.84841 3.80957 -0.06 0.05 0.12
H 0.22498 -2.13662 3.92187 0.01 -0.02 -0.02
H 1.18363 -0.83558 4.65420 0.08 0.00 -0.04
H 2.74189 -2.00306 3.12273 0.00 0.09 0.05
H 2.80036 -1.22439 1.53212 0.05 0.01 0.03
H 0.97533 -3.55140 2.31759 0.00 0.00 0.01
H 2.38278 -3.60371 1.23386 -0.04 -0.08 -0.01
C -2.81773 -1.06124 -4.40400 0.02 0.00 0.07
C -1.58218 -0.76638 -3.60240 -0.01 -0.02 -0.03
C -0.45748 -0.16226 -4.16086 0.01 0.04 0.00
C 0.64854 0.15044 -3.37948 0.03 0.00 -0.13
C 0.55661 -0.16858 -2.04966 0.17 -0.11 -0.17
Br 1.87745 0.28008 -0.76318 -0.51 0.00 0.52
N -0.46951 -0.76815 -1.48951 -0.32 -0.30 0.30
C -1.53118 -1.06473 -2.24589 0.02 -0.04 -0.03
H -2.64660 -0.90184 -5.46573 0.00 -0.01 0.00
H -3.63089 -0.40570 -4.08859 0.00 0.01 -0.03
H -3.15079 -2.08838 -4.25687 0.03 -0.01 -0.01
H -0.44630 0.08158 -5.21618 0.00 -0.02 0.01
H 1.53038 0.62225 -3.78913 -0.03 0.03 0.01
H -2.35484 -1.55539 -1.74268 -0.01 0.07 0.04
C 3.88497 4.83365 -2.17271 -0.06 -0.09 -0.03
C 2.67294 4.28690 -1.46963 0.13 0.08 -0.04
C 2.61294 4.23071 -0.07906 -0.09 0.07 0.09
C 1.50074 3.71633 0.57009 0.05 -0.10 -0.04
C 0.44984 3.22990 -0.19426 0.00 -0.13 0.02
C 0.45647 3.31970 -1.57979 -0.05 -0.03 -0.02
C 1.57419 3.84164 -2.20551 -0.09 0.03 -0.06
S -0.87188 2.41567 0.61999 0.10 1.26 -0.39
O -1.35482 1.32602 -0.29692 -0.17 -1.24 0.57
O -1.83638 3.35580 1.04864 -0.15 -0.28 0.20
O -0.23040 1.59196 1.71422 0.43 -1.31 -0.09
H 4.63241 5.19142 -1.46849 -0.02 0.02 0.00
H 3.61133 5.65260 -2.83827 -0.02 0.03 0.05
H 4.34417 4.06379 -2.79514 0.02 -0.01 0.02
H 3.44218 4.60623 0.50691 -0.01 0.00 -0.01
H 1.45621 3.67815 1.65109 0.07 -0.03 -0.01
H -0.39975 2.98438 -2.15267 0.06 -0.04 -0.03
H 1.59465 3.91830 -3.28646 -0.02 0.02 0.01